120
Properties=species:S:1:pos:R:3:forces:R:3 method="wB97M-V/def2-TZVPD" homo_ev=-13.1 homo_lumo_gap_ev=7.57 total_charge=+2 spin_multiplicity=1
Zn 1.238999 0.380785 2.130177 -0.124 0.486 -0.370
C -3.981418 0.322460 1.702641 -0.009 0.010 0.032
C -3.228868 0.257095 0.415953 -0.051 -0.024 -0.098
C -3.795662 -0.197534 -0.733625 0.122 0.083 0.130
C -3.041855 -0.224673 -1.931866 -0.071 0.017 0.109
N -1.805011 0.184417 -1.950473 0.145 -0.007 -0.377
N -1.219573 0.630858 -0.827070 -0.305 -0.084 0.514
B 0.188644 1.187060 -1.107619 -0.156 -0.740 -0.032
N 0.704507 2.344601 -0.295377 0.144 0.344 0.034
N 0.242973 2.653770 -1.520541 0.009 0.584 -0.331
C 0.184930 3.861824 -2.014094 0.001 -0.073 0.067
C 0.712013 4.868836 -1.163755 0.016 0.021 0.136
C 1.202661 4.597300 0.083144 -0.062 -0.055 -0.164
C 1.749200 5.668353 0.955372 0.071 0.096 0.075
C 1.190243 3.234022 0.584965 -0.036 -0.094 -0.048
S 1.721613 2.876766 2.133683 0.050 -0.317 0.212
C -0.456362 4.095603 -3.361762 -0.122 -0.130 -0.114
C -1.954316 3.763578 -3.213766 0.073 0.073 0.039
C -0.287238 5.546753 -3.807112 0.004 -0.050 0.074
C 0.166235 3.145664 -4.392706 0.040 0.104 0.065
N 1.196344 0.230170 -1.779565 0.518 -0.264 0.225
N 0.861308 -0.093408 -3.051467 -0.285 0.269 -0.292
C 1.637181 -0.869585 -3.749991 0.095 -0.069 0.077
C 2.806846 -1.433642 -3.174395 0.022 0.133 0.208
C 3.199638 -1.074733 -1.927601 -0.080 -0.041 -0.124
C 4.447913 -1.624127 -1.313189 -0.007 0.010 0.048
C 2.355785 -0.170679 -1.196277 -0.225 -0.005 -0.144
S 2.907115 0.417457 0.301126 -0.379 -0.086 0.506
C 1.315977 -1.192531 -5.198627 -0.064 -0.058 -0.148
C 2.569980 -0.937377 -6.054904 -0.049 0.017 0.092
C 0.937839 -2.682212 -5.287669 0.024 0.109 0.017
C 0.178403 -0.337872 -5.748574 0.048 -0.039 0.083
C -1.861587 0.688855 0.370233 0.083 -0.023 -0.235
S -1.137598 1.286305 1.777480 0.401 -0.236 0.199
C -3.604348 -0.740077 -3.248589 0.128 -0.093 -0.130
C -3.504799 0.378736 -4.294827 -0.011 -0.046 0.070
C -5.060376 -1.185467 -3.123524 0.062 0.032 0.035
C -2.743538 -1.947422 -3.658269 -0.110 0.095 0.018
H -4.959535 -0.144247 1.604893 0.003 0.023 -0.030
H -4.109511 1.363858 2.005817 -0.010 -0.022 0.036
H -3.419166 -0.168132 2.498056 -0.001 -0.036 0.013
H -4.823517 -0.532015 -0.729536 0.021 -0.014 -0.008
H 0.715550 5.889112 -1.518596 0.009 -0.017 0.014
H 1.704068 6.639429 0.468898 -0.005 -0.016 -0.020
H 2.784438 5.440565 1.217120 -0.001 0.019 -0.007
H 1.199589 5.708895 1.897380 -0.020 -0.007 -0.017
H -2.429465 4.401430 -2.465844 -0.012 -0.014 -0.002
H -2.092726 2.718762 -2.933073 -0.027 -0.014 0.008
H -2.454300 3.929747 -4.168197 0.003 -0.001 -0.001
H -0.799489 6.234433 -3.132225 0.017 0.041 -0.036
H -0.728152 5.666426 -4.795530 -0.003 0.002 -0.005
H 0.765477 5.826291 -3.875015 -0.010 0.034 -0.022
H 0.035853 2.107678 -4.092514 0.001 -0.081 -0.008
H 1.231590 3.347937 -4.525706 -0.010 -0.020 0.000
H -0.329414 3.292033 -5.352679 0.007 -0.013 -0.008
H 3.404447 -2.136959 -3.737244 -0.013 0.020 -0.060
H 5.109800 -2.032393 -2.073963 -0.052 -0.019 -0.030
H 4.192152 -2.423914 -0.613419 0.032 0.039 0.044
H 4.975012 -0.857939 -0.751146 0.078 -0.012 -0.019
H 3.365981 -1.653739 -5.851917 0.026 0.017 -0.016
H 2.956132 0.071385 -5.895849 0.019 -0.004 -0.022
H 2.305200 -1.033337 -7.107527 0.011 -0.020 -0.004
H 1.686850 -3.320237 -4.815379 0.004 -0.026 -0.040
H 0.863134 -2.972254 -6.335927 -0.011 -0.018 0.008
H -0.023276 -2.872814 -4.811286 -0.035 -0.016 0.036
H 0.480576 0.706115 -5.827788 -0.035 0.026 0.008
H -0.705714 -0.402193 -5.120592 -0.059 0.047 0.012
H -0.079840 -0.690312 -6.747312 0.002 0.005 -0.003
H -4.147019 1.217659 -4.017561 0.013 0.020 -0.019
H -3.830545 0.013492 -5.269320 0.004 -0.017 0.010
H -2.480750 0.738740 -4.378319 0.032 0.019 -0.048
H -5.716666 -0.360374 -2.840161 -0.023 -0.017 0.002
H -5.174111 -1.997554 -2.402608 -0.039 0.003 -0.009
H -5.398145 -1.557377 -4.090289 -0.018 0.001 0.000
H -1.691545 -1.670100 -3.657574 0.054 -0.040 -0.059
H -3.030105 -2.293472 -4.652319 0.021 -0.005 0.006
H -2.885430 -2.772110 -2.955390 0.019 -0.011 -0.023
C 4.213657 -3.652439 2.540662 -0.070 0.145 0.025
C 3.767641 -2.205561 2.523680 0.030 -0.032 -0.009
O 2.389621 -2.066770 2.121367 0.014 -0.301 0.018
H 5.232048 -3.718180 2.922745 0.011 -0.040 -0.029
H 4.203994 -4.076597 1.532984 0.005 -0.029 0.011
H 3.567127 -4.246953 3.184686 -0.006 -0.038 0.025
H 4.392050 -1.620776 1.842959 -0.019 0.047 0.035
H 3.838373 -1.767761 3.519983 -0.024 0.011 0.026
H 2.178767 -2.816063 1.553211 -0.045 0.020 -0.026
C -1.252570 2.618890 6.593719 0.025 0.008 -0.015
C -2.081089 1.535264 6.344614 -0.065 -0.046 -0.003
C -1.635908 0.472884 5.572152 0.034 0.047 0.005
C -0.346930 0.488688 5.047158 0.021 -0.058 -0.055
C 0.470366 1.598708 5.272038 -0.064 -0.048 -0.010
C 0.022510 2.654825 6.048035 0.010 0.063 0.035
P 0.372049 -0.838737 4.035666 0.024 0.203 -0.158
C 1.372908 -1.867339 5.149132 0.130 0.090 -0.056
C 1.328556 -3.258922 5.079001 0.010 0.101 -0.011
C 2.138734 -4.018564 5.908309 0.056 -0.049 0.009
C 3.018833 -3.400136 6.785182 -0.024 -0.014 -0.031
C 3.075477 -2.015138 6.846616 0.059 0.026 0.053
C 2.253398 -1.248932 6.036186 -0.060 -0.005 -0.028
C -0.938409 -1.953882 3.463284 0.063 0.024 0.045
C -1.050505 -2.250015 2.107591 0.051 0.043 0.074
C -2.019841 -3.133003 1.657274 -0.022 0.006 -0.074
C -2.884019 -3.730835 2.563046 0.015 -0.008 -0.019
C -2.760113 -3.464832 3.920156 -0.049 -0.041 0.024
C -1.785133 -2.590318 4.373413 0.020 0.044 -0.079
H -1.602977 3.439121 7.205538 -0.004 0.007 -0.011
H -3.082389 1.512809 6.754179 0.005 0.010 0.001
H -2.303098 -0.352176 5.370053 -0.010 0.012 0.030
H 1.462492 1.643819 4.833218 -0.002 0.009 0.045
H 0.663184 3.509459 6.220923 0.013 -0.017 0.004
H 0.661119 -3.749592 4.384392 -0.007 -0.035 -0.002
H 2.084074 -5.098901 5.869405 0.006 0.009 -0.019
H 3.658922 -3.997298 7.420754 -0.017 0.004 0.016
H 3.759611 -1.533093 7.532433 -0.023 0.019 -0.004
H 2.287512 -0.168577 6.103803 0.036 -0.022 0.044
H -0.356197 -1.804887 1.403277 -0.027 0.046 -0.063
H -2.093323 -3.363538 0.601549 0.000 -0.001 0.009
H -3.639394 -4.422528 2.213988 -0.001 0.004 0.014
H -3.416144 -3.954456 4.627665 0.010 0.013 0.009
H -1.666206 -2.420114 5.436072 -0.013 -0.032 0.003